(1)
DFT (the ωB97M-V functional and the def2-TZVPD basis) results for a structure of composition C12H33N3O3Rb in a non-equilibrium geometry.

LUMO level = -2.552 eV
F_max = 4.1 eV/A
Charge = +1
Calculated total energy = -24240.35014 eV

Geometry as XYZ:
```
52
C12H33N3O3Rb the ωB97M-V functional and the def2-TZVPD basis
Rb -0.284 -0.543 1.273
C -3.199 -0.073 -1.033
C -2.034 0.160 -2.085
C -2.550 1.012 -3.268
O -3.615 0.332 -3.868
C -4.204 0.926 -4.971
N -0.775 0.366 -1.468
H -4.112 -0.326 -1.572
H -3.432 0.840 -0.485
H -3.050 -0.826 -0.259
H -1.762 -0.780 -2.564
H -1.640 1.174 -3.845
H -2.915 1.953 -2.855
H -3.397 1.148 -5.670
H -4.728 1.810 -4.606
H -4.905 0.297 -5.519
H -0.067 0.505 -2.174
H -0.942 1.245 -1.001
C 3.240 -3.363 3.109
C 2.440 -2.757 2.038
C 2.269 -3.608 0.755
O 1.543 -2.754 -0.187
C 1.450 -3.467 -1.441
N 1.201 -2.489 2.715
H 4.172 -3.693 2.649
H 2.775 -4.256 3.526
H 3.359 -2.713 3.976
H 2.964 -1.861 1.708
H 1.702 -4.505 1.008
H 3.250 -3.992 0.475
H 0.965 -2.839 -2.188
H 0.899 -4.395 -1.287
H 2.433 -3.837 -1.732
H 1.428 -2.046 3.594
H 0.747 -3.350 2.984
C -0.391 4.564 2.128
C -0.153 3.352 1.138
C 1.154 2.655 1.329
O 1.388 1.474 0.526
C 2.696 0.925 0.724
N -1.165 2.354 1.477
H -0.251 4.148 3.126
H -1.388 4.996 2.209
H 0.250 5.422 1.925
H -0.162 3.734 0.117
H 1.164 2.386 2.385
H 1.983 3.304 1.047
H 2.768 0.053 0.074
H 2.643 0.543 1.744
H 3.445 1.698 0.555
H -1.171 2.276 2.483
H -2.038 2.821 1.279
```

(2)
DFT (the ωB97M-V functional and the def2-TZVPD basis) results for the ion C3H7OS with charge -1.

Structure (SMILES) = [O-]CCCS
LUMO level = 3.508 eV
F_max = 0.9 eV/A
Charge = -1
Calculated total energy = -16106.48271 eV

Geometry as XYZ:
```
12
C3H7OS the ωB97M-V functional and the def2-TZVPD basis
C -1.346 -1.020 -0.338
O -2.156 -0.259 -1.049
C 0.203 -0.902 -0.713
C 1.142 -0.434 0.390
S 0.989 1.303 0.836
H -1.540 -2.120 -0.421
H -1.346 -0.812 0.782
H 0.527 -1.887 -1.073
H 0.221 -0.231 -1.553
H 2.158 -0.714 0.120
H 0.920 -0.987 1.301
H 0.926 1.771 -0.419
```

(3)
DFT (the ωB97M-V functional and the def2-TZVPD basis) results for an isolated molecule of C2H2N2O4 in a non-equilibrium geometry.

Structure (SMILES) = Nn1oc(=O)oc1=O
LUMO level = -0.171 eV
F_max = 6.9 eV/A
Charge = 0
Calculated total energy = -13272.76304 eV

Geometry as XYZ:
```
10
C2H2N2O4 the ωB97M-V functional and the def2-TZVPD basis
C 1.723 0.097 -0.120
C -0.168 0.976 -0.327
H -1.739 -0.138 1.114
H -1.949 -1.608 0.036
N -1.276 -1.047 0.527
N -0.452 -0.477 -0.580
O 1.098 -0.904 -0.731
O 2.896 0.121 0.280
O 1.005 1.328 0.058
O -1.140 1.652 -0.259
```

Taking the records one at a time from the top gives ΔE to the lowest compared entry with this formula, charge and spin values of 202.1; 173.2; 232.8 kJ/mol.